{
  "formula": "C23H49F6MnN6O13S2",
  "method": "ωB97M-V with the def2-TZVPD basis set",
  "elements": ["Mn", "S", "S", "F", "F", "F", "F", "F", "F", "O", "O", "O", "O", "O", "O", "O", "O", "O", "O", "O", "O", "O", "N", "N", "N", "N", "N", "N", "C", "C", "C", "C", "C", "C", "C", "C", "C", "C", "C", "C", "C", "C", "C", "C", "C", "C", "C", "C", "C", "C", "C", "H", "H", "H", "H", "H", "H", "H", "H", "H", "H", "H", "H", "H", "H", "H", "H", "H", "H", "H", "H", "H", "H", "H", "H", "H", "H", "H", "H", "H", "H", "H", "H", "H", "H", "H", "H", "H", "H", "H", "H", "H", "H", "H", "H", "H", "H", "H", "H", "H"],
  "positions_angstrom": [[0.750752, 0.403466, -0.503218], [-5.352576, 0.933960, -0.118114], [-1.246206, 3.020690, -1.592328], [-2.552323, 1.747325, -3.454593], [-6.038352, -1.282679, 1.640411], [-7.501534, 0.214485, 1.619670], [-0.502349, 2.305853, -4.203695], [-5.462153, 0.536716, 2.534213], [-2.188453, 3.774132, -4.065066], [0.994389, 1.908378, 1.050860], [-4.944825, 2.251421, 0.315813], [-0.932411, 1.677120, -1.030312], [2.228315, -0.972506, 0.080593], [0.748661, -7.766076, 0.147432], [-0.071198, -0.999113, -2.165008], [-2.771364, 3.519109, 1.952161], [-0.160300, 3.992090, -1.460459], [-4.234179, 0.066814, -0.498296], [1.561248, 1.414290, -1.989108], [-6.370928, 1.065470, -1.141239], [-0.712037, -0.572704, 0.610564], [-2.537178, 3.503684, -1.053587], [-1.265335, -1.137952, 2.687594], [-1.275030, 4.609392, 3.132086], [-0.212999, -5.745253, -0.388283], [3.007757, 1.124543, -3.696018], [2.530606, 2.171801, 2.564799], [-1.562727, -1.813090, -3.676008], [-1.765242, -2.076455, -5.061213], [-0.335334, -1.629961, -3.190779], [0.092251, -1.369030, 3.112085], [2.175163, 1.872712, -2.938293], [3.045863, -0.385987, -3.631909], [-0.862125, 5.341005, 4.312086], [0.288699, -5.806881, -1.741470], [-1.584870, -0.669754, 1.501400], [3.395634, 2.892978, 1.661077], [-0.327268, 4.914694, 1.960871], [-1.002708, -4.607324, 0.038419], [-2.193022, -1.330336, 3.817310], [4.558258, -1.451701, 0.346992], [-1.609616, 2.712015, -3.487455], [2.715949, 2.422451, 4.009826], [0.113270, -6.754319, 0.460516], [-2.800109, -1.429669, -2.947958], [-6.178800, 0.065697, 1.493241], [1.312051, 1.798540, 2.219303], [-2.415434, 3.990635, 3.050416], [3.831162, 1.729074, -4.689483], [3.187975, -1.716006, 0.814523], [2.966708, -3.300084, 0.915474], [3.732451, 2.579893, 4.370424], [-3.650900, -2.068393, -3.185194], [4.872676, 1.486058, -4.479023], [-2.304333, -2.406116, 3.952981], [-0.440530, 5.996587, 1.891908], [3.809589, -3.677859, 1.494227], [0.693471, 4.535932, 2.013123], [2.141834, 3.241543, 4.442939], [-1.555647, 5.130202, 5.126142], [4.611996, -1.725949, -0.706584], [1.956432, -3.392747, 1.314045], [-1.891706, -4.448421, -0.571944], [-0.740140, 4.481151, 1.050003], [-0.440647, -6.633654, 1.404347], [4.211063, 3.213555, 2.309468], [0.044747, 4.923811, 4.749858], [-1.765694, -1.027127, 4.773104], [-3.137380, -0.895800, 3.489477], [2.418515, -0.955019, -4.318014], [3.023980, 3.816106, 1.216335], [3.264640, -1.365650, 1.843825], [-0.749978, 6.419918, 4.205002], [3.529515, 1.364705, -5.671496], [2.754691, -0.620050, -2.607926], [-0.030080, -6.649449, -2.355116], [-3.065362, -0.428733, -3.288377], [2.919305, -3.932281, 0.028806], [-2.771597, -1.396967, -1.858830], [1.354854, -6.012546, -1.646066], [0.747560, 1.313573, 3.030695], [4.823967, -0.405721, 0.193939], [0.535004, -0.707719, 3.856893], [2.181449, 2.948423, -3.172820], [-2.542231, -1.486649, -5.547548], [-2.914966, 3.879042, 4.025206], [-0.382705, -3.714980, -0.047791], [-1.311001, -4.794398, 1.067034], [0.535488, -1.966996, -3.774093], [4.078465, -0.733553, -3.663824], [3.772604, 2.275535, 0.845755], [-0.824219, -1.961678, -5.599167], [0.109522, -4.873807, -2.275677], [0.277202, -2.374432, 3.490298], [0.728655, -1.258005, 2.234147], [-2.166814, -3.087719, -5.125947], [2.359962, 1.594727, 4.623222], [-2.597867, -0.260981, 1.363712], [5.391241, -1.919322, 0.871933], [3.867195, 2.818298, -4.709252]],
  "forces_ev_per_angstrom": [[-0.420, -1.323, 0.663], [0.622, 1.637, -1.430], [-2.126, 0.560, 2.750], [0.892, 0.087, -0.797], [0.456, -0.204, -0.819], [0.224, 1.119, 0.288], [-1.326, 0.370, 0.352], [-0.799, 0.587, 0.336], [0.905, -0.375, -0.119], [-0.956, -0.173, -0.171], [-0.266, -0.974, 1.281], [-0.222, 1.138, -1.470], [0.820, -0.825, 0.613], [-0.390, 1.344, 0.496], [-0.325, -0.908, -0.292], [-0.224, 0.497, 2.877], [-0.063, -0.703, -0.996], [-0.733, -0.546, 1.000], [0.674, 0.934, -1.302], [-0.759, -1.351, 0.392], [-1.630, -0.553, 1.187], [2.261, -0.694, -1.971], [0.384, -0.378, 3.633], [5.169, 2.604, 0.306], [-0.195, -0.797, -0.044], [-0.709, -1.011, -0.246], [0.927, 1.185, 2.746], [-0.938, 0.198, 0.911], [-0.138, -1.235, -0.551], [0.575, 1.835, 1.185], [1.446, -0.562, -1.510], [0.819, -0.808, 0.512], [0.290, 1.289, 1.733], [-0.374, -1.107, 1.040], [1.073, -0.085, -0.055], [1.261, 1.360, -1.957], [0.933, 0.343, 0.137], [-2.664, -0.305, 0.211], [0.350, 0.007, -0.047], [-0.183, -0.619, -1.498], [1.736, 0.581, -2.358], [-0.308, -0.125, 2.014], [-0.199, -0.396, 0.911], [-0.686, -0.849, -1.130], [0.003, 0.751, -0.031], [1.136, -0.663, -0.972], [0.318, -0.605, -1.123], [-1.823, -2.413, -3.908], [0.759, 0.118, -0.664], [-1.414, -0.042, -0.616], [-0.447, 1.634, -0.208], [0.220, -0.095, -0.785], [0.329, -0.387, -0.402], [0.137, -0.418, -0.268], [-0.355, -0.197, -0.124], [0.773, 0.053, -0.315], [-0.468, -0.254, 0.579], [-0.075, 0.170, 0.801], [-0.138, 0.554, -0.623], [-0.484, 0.307, -0.082], [0.147, -0.759, -0.285], [0.212, -0.403, 0.779], [-0.043, -0.219, -0.080], [-0.213, -0.008, 0.108], [0.492, -0.091, 0.362], [0.369, -0.125, -0.393], [0.579, 0.151, -0.376], [-0.166, 0.855, -0.269], [-0.156, 0.105, 0.757], [-0.020, 0.612, -0.321], [-0.735, -0.130, 0.073], [-0.785, -0.090, 0.850], [-0.085, -0.006, -0.335], [0.305, 0.086, -0.208], [-0.383, -0.212, 0.028], [-0.744, -0.075, 0.287], [-0.102, -0.007, 0.242], [0.312, 0.647, -0.695], [0.745, 0.045, -0.143], [0.270, 0.400, -0.272], [-0.351, 0.241, -0.301], [-0.347, 0.495, 0.827], [-0.759, 0.468, 0.278], [-0.145, -0.151, 0.013], [0.201, 0.656, 0.383], [-0.440, 0.035, -0.119], [-0.135, 0.268, 0.290], [0.010, 0.302, 0.003], [-0.493, -0.375, -0.528], [0.069, 0.238, -0.476], [-0.135, -0.190, 0.154], [-0.140, -0.207, -0.144], [0.037, -0.031, 0.191], [-0.417, -0.224, -0.015], [0.136, -0.103, -0.143], [0.262, -0.360, -0.516], [-0.022, -0.489, -0.397], [-0.055, -0.423, -0.177], [-0.177, -0.249, 0.229], [-0.752, 0.041, 0.268]],
  "orbital_gap_ha": [0.26366, 0.26365],
  "energy_ev": -129500.336,
  "fmax_ev_per_a": 5.796,
  "homo_ev": [-5.240, -5.242],
  "s_squared": 8.7530,
  "multiplicity": 6,
  "total_charge": -1,
  "e_lumo_ev": [1.93, 1.93]
}